<P>
Entry from the OMol25 dataset: a 2-piece molecular cluster, C4H13N2S2 overall (ωB97M-V/def2-TZVPD).

Output
charge: +1
highest occupied orbital energy: -12.30 eV
spin multiplicity: 1

Geometry (Å):
C  -0.41  -0.21  2.28
C  0.79  -0.16  -2.03
C  -0.66  -0.15  -0.01
C  0.72  -0.24  -0.53
N  -1.27  1.10  -0.38
N  1.48  1.11  -0.04
S  -1.56  -1.77  -0.21
S  1.70  -1.64  0.21
H  0.55  0.18  2.26
H  -1.29  0.18  2.58
H  -0.47  -1.32  2.22
H  0.38  0.88  -2.47
H  1.80  -0.16  -2.27
H  0.23  -0.92  -2.43
H  -2.11  1.13  0.20
H  -1.25  1.20  -1.35
H  1.07  0.98  0.94
H  2.57  1.10  0.04
H  1.02  1.96  -0.49
H  -2.61  -1.36  -0.92
H  0.79  -2.60  0.36

=====

<Q>
Entry from the OMol25 dataset: a 2-piece molecular cluster, C4H13N2S2 overall (ωB97M-V/def2-TZVPD).

Output
charge: +1
highest occupied orbital energy (spin up / spin down): -12.26 / -12.26 eV
spin multiplicity: 1

Geometry (Å):
C  -3.80  -0.13  -0.39
C  2.21  -0.63  -0.37
C  -2.46  -0.34  0.23
C  1.35  0.60  -0.37
N  0.46  0.72  -1.45
N  2.00  1.92  -0.33
S  -1.70  1.34  0.45
S  -0.15  1.16  1.62
H  -4.34  -1.04  -0.45
H  -4.38  0.60  0.09
H  -3.64  0.10  -1.37
H  1.67  -1.42  -0.86
H  3.25  -0.39  -0.57
H  2.06  -1.05  0.76
H  -1.73  -0.89  -0.42
H  -2.56  -0.79  1.28
H  0.32  -0.17  -1.86
H  -0.43  1.19  -1.21
H  1.66  2.58  0.38
H  3.00  1.83  -0.16
H  1.79  2.21  -1.27

=====

Which structure loses on stability? <P> does.

=====

<P>
Entry from the OMol25 dataset: a 15-piece molecular cluster, H31O15 overall (ωB97M-V/def2-TZVPD).

Output
charge: +1
highest occupied orbital energy: -13.30 eV
spin multiplicity: 1

Geometry (Å):
O  1.26  -2.54  0.27
H  -1.86  1.60  -2.07
H  1.38  -3.06  1.07
O  1.85  0.13  -3.38
H  1.29  0.93  -3.38
H  1.82  0.08  -4.35
O  -1.01  1.26  -2.37
H  -0.76  3.29  -1.13
H  1.59  1.30  4.77
O  0.06  -3.86  -1.72
H  -4.51  -0.76  0.49
H  -0.39  -3.25  -2.32
O  1.51  1.86  -0.14
H  1.27  1.02  -0.64
H  0.64  2.34  0.02
O  -0.55  3.42  -0.20
H  -0.12  -0.66  0.44
H  -0.94  0.56  -1.70
O  0.19  -0.24  -0.37
H  -3.20  -1.55  -1.69
H  -3.05  -0.73  0.12
O  -2.67  0.57  2.97
H  1.99  1.63  0.72
H  -3.07  0.22  2.16
O  -3.73  -0.20  0.55
H  -0.95  4.27  0.04
H  3.73  1.02  1.38
O  -1.43  -1.43  -3.06
H  1.77  1.29  3.26
O  3.77  -1.10  1.24
H  3.06  -1.53  0.73
H  3.48  -1.32  2.13
O  -3.67  -2.29  -1.29
H  -2.37  -0.11  3.58
H  -3.14  -3.07  -1.48
O  3.25  1.80  1.69
H  0.59  -0.94  -0.89
H  3.73  2.54  1.28
O  1.34  0.82  3.98
H  0.97  -3.22  -0.39
H  -0.67  1.23  2.39
O  -0.18  1.96  2.01
H  -0.34  2.85  2.30
H  0.03  -4.77  -2.03
H  -0.68  -1.12  -2.57
H  -1.33  -0.96  -3.89

=====

<Q>
Entry from the OMol25 dataset: a 15-piece molecular cluster, H31O15 overall (ωB97M-V/def2-TZVPD).

Output
charge: +1
highest occupied orbital energy: -13.23 eV
spin multiplicity: 1

Geometry (Å):
O  2.51  1.81  -2.44
H  -2.04  -2.33  2.28
H  3.45  1.60  -2.48
O  0.28  1.74  -0.55
H  -3.15  1.33  3.15
H  1.15  1.79  -0.17
O  -0.62  -0.76  -3.76
H  2.82  2.50  1.34
H  -2.09  -3.02  -3.00
O  1.89  -3.71  -0.75
H  -1.56  2.38  -3.39
H  4.33  -2.57  0.36
O  -1.51  -2.02  3.05
H  1.19  -4.12  -1.23
H  -1.53  1.92  2.90
O  2.56  -0.91  0.52
H  -1.43  -0.45  -4.15
H  -0.12  -0.06  -3.32
O  2.74  2.66  2.28
H  2.30  -1.81  0.75
H  -1.15  0.60  -0.11
O  -2.48  -2.18  0.51
H  0.04  1.87  -1.46
H  -2.23  0.94  -1.13
O  -2.14  1.74  -2.96
H  -1.02  -2.80  3.33
H  0.18  1.71  3.90
O  4.43  -2.60  -0.60
H  -2.15  -1.42  0.03
O  -2.42  1.23  2.52
H  -1.97  0.39  2.71
H  3.55  -3.00  -0.75
O  -1.82  0.19  -0.69
H  -2.81  1.40  -3.55
H  2.98  -0.94  -0.35
O  -0.20  1.98  3.06
H  2.66  1.77  2.64
H  0.36  1.78  2.30
O  -1.56  -3.22  -2.23
H  2.33  2.66  -2.04
H  -1.81  3.67  1.25
O  -1.81  3.76  2.21
H  -1.00  4.28  2.29
H  2.10  -4.38  -0.09
H  -2.22  -2.94  -0.02
H  -0.97  -2.47  -2.14

=====

Which structure loses on stability? <Q> does.

=====

<P>
Entry from the OMol25 dataset: a 2-piece molecular cluster, C8H17N3 overall (ωB97M-V/def2-TZVPD).

Output
charge: +2
highest occupied orbital energy: -18.20 eV
spin multiplicity: 1

Geometry (Å):
C  -2.22  2.78  -2.19
C  0.11  2.00  -2.18
C  -1.59  -1.71  2.14
C  -1.43  -0.34  1.49
C  -0.14  -2.12  2.42
C  0.00  -0.32  1.02
C  1.91  0.46  -2.78
C  2.14  -1.41  1.53
N  -1.03  2.23  -2.19
N  1.18  1.35  -1.85
N  0.64  -1.18  1.65
H  -2.72  2.69  -1.18
H  -2.29  3.69  -2.70
H  -2.04  -1.67  3.03
H  -2.02  -2.48  1.40
H  -2.27  -0.12  0.85
H  -1.49  0.35  2.31
H  0.04  -2.21  3.47
H  0.05  -3.12  2.06
H  0.22  0.54  0.38
H  1.24  -0.39  -3.22
H  2.94  0.12  -2.39
H  2.16  1.01  -3.75
H  2.52  -1.62  0.61
H  2.63  -0.42  1.92
H  2.43  -2.25  2.30
H  1.89  2.00  -1.36
H  -2.85  2.15  -2.76

=====

<Q>
Entry from the OMol25 dataset: an isolated ion of composition C8H17N3 and charge +2 (ωB97M-V/def2-TZVPD).

Output
structure (SMILES): C/C1=C(\C)[NH2+]CN/C=[N+](/C)C1
charge: +2
highest occupied orbital energy: -17.74 eV
spin multiplicity: 1

Geometry (Å):
C  0.99  -1.95  0.68
C  0.71  -0.86  -0.20
C  1.54  0.15  -0.22
C  2.93  0.11  0.36
N  1.08  1.40  -0.82
C  0.24  2.18  0.19
N  -0.97  1.64  0.71
C  -1.91  0.78  0.43
N  -1.78  -0.28  -0.28
C  -2.97  -1.08  -0.34
C  -0.61  -0.86  -0.95
H  2.02  -2.07  0.66
H  0.52  -2.92  0.34
H  0.52  -1.74  1.65
H  3.09  -1.00  0.45
H  3.16  0.50  1.39
H  3.61  0.57  -0.26
H  0.45  1.13  -1.66
H  1.79  2.02  -1.12
H  0.07  3.13  -0.25
H  0.99  2.19  1.06
H  -1.36  2.19  1.46
H  -2.80  0.89  1.04
H  -3.09  -1.29  -1.41
H  -3.94  -0.53  -0.07
H  -2.87  -2.05  0.19
H  -0.49  -0.33  -1.81
H  -0.93  -1.90  -1.23

=====

Which structure loses on stability? <P> does.

=====

<P>
Entry from the OMol25 dataset: an isolated ion of composition C3H7N4 and charge +1 (ωB97M-V/def2-TZVPD).

Output
structure (SMILES): C[C@H]1N=NNC=[NH+]1
charge: +1
highest occupied orbital energy: -14.69 eV
spin multiplicity: 1

Geometry (Å):
C  1.86  0.27  -0.66
C  0.68  -0.26  0.16
N  0.36  0.79  1.09
N  -0.68  0.98  1.53
N  -1.89  0.13  1.05
C  -1.67  -0.47  -0.09
N  -0.47  -0.54  -0.66
H  1.44  1.00  -1.36
H  2.50  -0.49  -1.18
H  2.60  0.66  0.14
H  0.90  -1.08  0.94
H  -2.78  0.36  1.50
H  -2.52  -0.63  -0.75
H  -0.34  -0.72  -1.70

=====

<Q>
Entry from the OMol25 dataset: a 2-piece molecular cluster, C3H7N4 overall (ωB97M-V/def2-TZVPD).

Output
charge: +1
highest occupied orbital energy: -15.51 eV
spin multiplicity: 1

Geometry (Å):
C  0.85  -0.23  -0.15
C  -1.49  -0.29  -0.67
C  2.00  0.68  -0.34
N  -3.25  -0.02  2.63
N  -2.73  -0.08  1.66
N  0.76  -1.42  0.23
N  -0.42  0.37  -0.51
H  -2.42  0.17  -0.98
H  2.89  0.27  0.13
H  1.82  1.67  0.06
H  2.21  0.77  -1.41
H  1.62  -1.90  0.48
H  -1.45  -1.37  -0.52
H  -0.39  1.38  -0.63

=====

Which structure loses on stability? <P> does.